{"formula": "C51H123AsF8N10NiO13S2", "method": "ωB97M-V/def2-TZVPD", "multiplicity": 3, "s2": 2.0039, "homo_energy_ev": [-7.393, -7.393], "gap_ev": [7.14, 6.82], "e_tot_ha": -8881.96146, "lumo_ev": [-0.3, -0.6], "charge": 0, "fmax_ev_per_a": 5.85, "symbols": ["Ni", "As", "F", "F", "F", "F", "F", "F", "N", "S", "O", "O", "F", "S", "O", "O", "F", "C", "C", "C", "C", "C", "C", "N", "O", "C", "C", "C", "H", "H", "H", "H", "H", "H", "H", "H", "H", "H", "H", "H", "H", "H", "H", "H", "H", "H", "H", "C", "C", "C", "C", "C", "C", "N", "O", "C", "C", "C", "H", "H", "H", "H", "H", "H", "H", "H", "H", "H", "H", "H", "H", "H", "H", "H", "H", "H", "H", "C", "C", "C", "C", "C", "C", "N", "O", "C", "C", "C", "H", "H", "H", "H", "H", "H", "H", "H", "H", "H", "H", "H", "H", "H", "H", "H", "H", "H", "H", "C", "C", "C", "O", "C", "N", "H", "H", "H", "H", "H", "H", "H", "H", "H", "H", "H", "C", "C", "C", "O", "C", "N", "H", "H", "H", "H", "H", "H", "H", "H", "H", "H", "H", "C", "C", "C", "O", "C", "N", "H", "H", "H", "H", "H", "H", "H", "H", "H", "H", "H", "C", "C", "C", "O", "C", "N", "H", "H", "H", "H", "H", "H", "H", "H", "H", "H", "H", "C", "C", "C", "O", "C", "N", "H", "H", "H", "H", "H", "H", "H", "H", "H", "H", "H", "C", "C", "C", "O", "C", "N", "H", "H", "H", "H", "H", "H", "H", "H", "H", "H", "H"], "positions_angstrom": [[-12.291, -7.795, -29.451], [-11.433, -7.759, -33.256], [-10.921, -6.147, -32.693], [-10.807, -7.360, -34.808], [-11.883, -9.328, -33.794], [-12.045, -8.002, -31.590], [-12.995, -7.133, -33.620], [-9.870, -8.366, -32.705], [-13.135, -9.546, -29.124], [-12.923, -10.935, -29.890], [-13.682, -11.097, -31.104], [-12.655, -12.138, -29.115], [-11.478, -10.600, -30.456], [-14.237, -10.200, -27.978], [-13.649, -10.702, -26.773], [-15.411, -10.829, -28.498], [-14.812, -8.770, -27.536], [-11.657, -7.850, -23.344], [-11.115, -9.284, -23.257], [-10.009, -9.378, -22.225], [-10.557, -9.277, -20.790], [-11.423, -10.510, -20.569], [-12.625, -10.569, -21.529], [-12.196, -10.212, -22.857], [-13.200, -10.274, -23.842], [-13.151, -12.011, -21.554], [-13.701, -9.625, -20.959], [-10.570, -9.756, -24.605], [-11.210, -7.276, -24.167], [-11.277, -7.230, -22.527], [-12.739, -7.812, -23.432], [-9.431, -10.301, -22.290], [-9.318, -8.531, -22.290], [-11.107, -8.342, -20.658], [-9.752, -9.203, -20.057], [-11.826, -10.394, -19.559], [-10.782, -11.392, -20.571], [-13.951, -12.129, -22.291], [-12.376, -12.658, -21.963], [-13.579, -12.337, -20.607], [-14.654, -9.665, -21.495], [-14.035, -9.915, -19.956], [-13.379, -8.586, -20.880], [-9.638, -9.266, -24.890], [-11.272, -9.715, -25.441], [-10.339, -10.823, -24.512], [-12.936, -11.024, -24.392], [-14.544, -13.397, -25.320], [-13.575, -14.574, -25.312], [-14.412, -15.847, -25.311], [-13.681, -17.153, -25.675], [-12.932, -16.865, -26.952], [-11.976, -15.644, -26.941], [-12.775, -14.486, -26.547], [-12.061, -13.270, -26.647], [-10.741, -15.992, -26.090], [-11.591, -15.449, -28.407], [-12.753, -14.459, -24.012], [-13.996, -12.491, -25.065], [-15.319, -13.505, -24.557], [-15.052, -13.204, -26.264], [-14.814, -15.942, -24.293], [-15.365, -15.738, -25.838], [-14.388, -17.976, -25.736], [-12.933, -17.340, -24.898], [-13.682, -16.745, -27.748], [-12.453, -17.742, -27.404], [-10.128, -15.090, -25.985], [-10.930, -16.413, -25.106], [-10.096, -16.698, -26.620], [-10.953, -14.570, -28.527], [-11.138, -16.337, -28.842], [-12.444, -15.112, -29.004], [-13.423, -14.350, -23.162], [-12.057, -13.622, -24.100], [-12.141, -15.348, -23.867], [-12.543, -12.781, -27.336], [-10.455, -13.224, -31.642], [-10.433, -14.233, -32.787], [-9.982, -13.446, -34.050], [-9.620, -14.313, -35.240], [-8.450, -15.197, -34.771], [-8.792, -16.037, -33.506], [-9.407, -15.226, -32.466], [-9.508, -15.819, -31.201], [-9.710, -17.157, -34.002], [-7.443, -16.575, -33.013], [-11.857, -14.810, -32.882], [-10.814, -13.641, -30.698], [-11.138, -12.409, -31.876], [-9.487, -12.803, -31.350], [-10.794, -12.754, -34.300], [-9.190, -12.782, -33.699], [-9.388, -13.743, -36.141], [-10.397, -15.009, -35.565], [-7.537, -14.600, -34.678], [-8.160, -15.880, -35.576], [-9.120, -17.818, -34.646], [-10.052, -17.779, -33.171], [-10.571, -16.851, -34.589], [-6.896, -17.111, -33.789], [-6.778, -15.788, -32.651], [-7.590, -17.224, -32.146], [-11.914, -15.731, -33.467], [-12.537, -14.123, -33.391], [-12.284, -15.129, -31.929], [-8.803, -15.358, -30.715], [-15.386, -12.245, -33.921], [-16.010, -10.872, -33.922], [-17.102, -10.816, -32.827], [-17.834, -9.619, -32.831], [-18.902, -9.719, -31.905], [-15.016, -9.834, -33.633], [-14.352, -12.181, -34.271], [-15.970, -12.978, -34.475], [-15.237, -12.659, -32.917], [-16.473, -10.605, -34.874], [-16.568, -10.984, -31.878], [-17.761, -11.695, -32.888], [-19.252, -8.703, -31.714], [-18.521, -10.140, -30.973], [-19.789, -10.269, -32.230], [-15.475, -9.012, -33.259], [-14.454, -10.144, -32.843], [-13.202, -3.565, -30.703], [-13.333, -4.940, -30.037], [-14.330, -5.804, -30.765], [-14.318, -7.124, -30.207], [-15.452, -7.891, -30.612], [-12.039, -5.655, -30.051], [-12.963, -3.596, -31.768], [-12.451, -2.966, -30.186], [-14.144, -3.012, -30.670], [-13.621, -4.770, -28.998], [-14.014, -5.895, -31.812], [-15.361, -5.447, -30.782], [-16.355, -7.463, -30.161], [-15.437, -8.903, -30.221], [-15.508, -7.813, -31.696], [-11.363, -5.089, -29.538], [-11.645, -5.578, -30.995], [-6.887, -15.039, -27.655], [-7.847, -14.086, -28.365], [-7.736, -12.684, -27.732], [-8.710, -11.767, -28.210], [-10.038, -12.125, -27.856], [-7.534, -14.080, -29.809], [-7.097, -15.114, -26.587], [-5.879, -14.619, -27.750], [-6.839, -16.043, -28.071], [-8.854, -14.471, -28.193], [-6.752, -12.239, -27.877], [-7.869, -12.831, -26.652], [-10.329, -13.076, -28.303], [-10.753, -11.448, -28.328], [-10.105, -12.062, -26.768], [-8.053, -13.260, -30.141], [-6.583, -13.712, -29.876], [-18.668, -13.856, -28.437], [-17.947, -13.377, -29.692], [-17.329, -14.529, -30.511], [-16.372, -15.286, -29.835], [-15.119, -14.661, -29.685], [-18.947, -12.634, -30.479], [-19.607, -14.351, -28.706], [-18.894, -13.083, -27.709], [-18.080, -14.667, -27.997], [-17.204, -12.622, -29.433], [-16.902, -14.137, -31.448], [-18.159, -15.107, -30.932], [-14.372, -15.330, -29.257], [-15.193, -13.875, -28.927], [-14.794, -14.251, -30.647], [-19.714, -13.260, -30.715], [-18.585, -12.343, -31.380], [-8.896, -8.134, -26.997], [-10.310, -8.197, -27.598], [-11.190, -7.176, -26.887], [-12.489, -7.076, -27.537], [-13.431, -6.461, -26.666], [-10.246, -7.819, -29.024], [-8.311, -8.950, -27.427], [-8.965, -8.374, -25.932], [-8.317, -7.213, -27.059], [-10.724, -9.204, -27.581], [-10.835, -6.140, -26.884], [-11.283, -7.487, -25.843], [-13.087, -5.475, -26.350], [-13.633, -7.122, -25.821], [-14.389, -6.357, -27.172], [-9.491, -8.406, -29.499], [-9.821, -6.892, -29.006], [-5.980, -9.571, -29.565], [-7.002, -8.756, -30.331], [-6.555, -8.503, -31.769], [-5.300, -7.856, -31.833], [-4.917, -7.506, -33.153], [-8.318, -9.442, -30.315], [-4.955, -9.209, -29.542], [-6.045, -10.603, -29.922], [-6.289, -9.642, -28.517], [-7.138, -7.772, -29.866], [-7.275, -7.856, -32.277], [-6.496, -9.454, -32.313], [-5.074, -8.397, -33.775], [-3.868, -7.250, -33.264], [-5.598, -6.713, -33.471], [-8.205, -10.348, -29.865], [-8.634, -9.592, -31.264]]}

=====

{"formula": "C51H123N9O9", "method": "ωB97M-V/def2-TZVPD", "relative_energy_kj_mol": 20.2, "homo_energy_ev": -8.009, "gap_ev": 8.42, "e_tot_ha": -3186.67983, "lumo_ev": 0.4, "smiles": "CC1(C)CCCC(C)(C)N1O.CC1(C)CCCC(C)(C)N1O.CC1(C)CCCC(C)(C)N1O.COC[C@H](C)N.COC[C@H](C)N.COC[C@H](C)N.COC[C@H](C)N.COC[C@H](C)N.COC[C@H](C)N", "charge": 0, "fmax_ev_per_a": 2.00, "symbols": ["C", "C", "C", "C", "C", "C", "C", "C", "C", "N", "O", "H", "H", "H", "H", "H", "H", "H", "H", "H", "H", "H", "H", "H", "H", "H", "H", "H", "H", "H", "C", "C", "C", "C", "C", "C", "C", "C", "C", "N", "O", "H", "H", "H", "H", "H", "H", "H", "H", "H", "H", "H", "H", "H", "H", "H", "H", "H", "H", "H", "C", "C", "C", "C", "C", "C", "C", "C", "C", "N", "O", "H", "H", "H", "H", "H", "H", "H", "H", "H", "H", "H", "H", "H", "H", "H", "H", "H", "H", "H", "C", "O", "C", "C", "C", "N", "H", "H", "H", "H", "H", "H", "H", "H", "H", "H", "H", "C", "O", "C", "C", "C", "N", "H", "H", "H", "H", "H", "H", "H", "H", "H", "H", "H", "C", "O", "C", "C", "C", "N", "H", "H", "H", "H", "H", "H", "H", "H", "H", "H", "H", "C", "O", "C", "C", "C", "N", "H", "H", "H", "H", "H", "H", "H", "H", "H", "H", "H", "C", "O", "C", "C", "C", "N", "H", "H", "H", "H", "H", "H", "H", "H", "H", "H", "H", "C", "O", "C", "C", "C", "N", "H", "H", "H", "H", "H", "H", "H", "H", "H", "H", "H"], "positions_angstrom": [[5.323, 2.546, -4.005], [3.908, 3.063, -3.794], [2.903, 2.151, -4.489], [3.642, 3.070, -2.271], [2.452, 3.933, -1.858], [2.672, 5.346, -2.353], [2.775, 5.367, -3.890], [1.416, 5.042, -4.520], [3.171, 6.805, -4.224], [3.819, 4.437, -4.263], [4.091, 4.546, -5.652], [5.493, 2.546, -5.089], [6.072, 3.170, -3.525], [5.392, 1.490, -3.745], [2.914, 2.113, -5.578], [2.956, 1.122, -4.117], [1.900, 2.501, -4.224], [3.392, 2.042, -2.000], [4.549, 3.466, -1.810], [1.576, 3.500, -2.341], [2.302, 3.902, -0.777], [3.609, 5.756, -1.972], [1.821, 5.975, -2.084], [0.776, 4.424, -3.886], [1.479, 4.634, -5.526], [0.789, 5.942, -4.598], [4.153, 7.048, -3.827], [2.370, 7.431, -3.834], [3.176, 6.949, -5.306], [5.050, 4.632, -5.696], [-1.254, -1.632, 6.601], [-2.255, -0.491, 6.690], [-1.833, 0.431, 7.819], [-2.246, 0.160, 5.300], [-3.456, 1.041, 5.075], [-4.722, 0.229, 5.197], [-4.858, -0.394, 6.592], [-5.258, 0.675, 7.626], [-5.927, -1.480, 6.542], [-3.589, -1.050, 6.885], [-3.640, -1.843, 8.067], [-0.293, -1.160, 6.352], [-1.025, -2.178, 7.518], [-1.485, -2.377, 5.836], [-0.954, 1.040, 7.577], [-2.605, 1.126, 8.159], [-1.557, -0.094, 8.739], [-1.339, 0.758, 5.181], [-2.250, -0.659, 4.577], [-3.480, 1.934, 5.714], [-3.382, 1.533, 4.094], [-4.704, -0.609, 4.484], [-5.638, 0.760, 4.922], [-5.020, 0.254, 8.607], [-6.345, 0.798, 7.667], [-4.824, 1.647, 7.415], [-5.536, -2.382, 6.055], [-6.802, -1.245, 5.928], [-6.291, -1.741, 7.537], [-3.868, -2.713, 7.717], [-4.731, 3.326, -3.861], [-3.850, 4.513, -3.506], [-2.959, 4.975, -4.670], [-4.767, 5.649, -3.078], [-4.080, 6.841, -2.435], [-3.364, 6.411, -1.159], [-2.499, 5.166, -1.404], [-1.078, 5.613, -1.789], [-2.394, 4.503, -0.028], [-3.039, 4.158, -2.325], [-2.150, 3.070, -2.562], [-4.061, 2.476, -4.071], [-5.342, 2.965, -3.034], [-5.314, 3.434, -4.775], [-2.161, 4.263, -4.876], [-3.567, 5.134, -5.560], [-2.438, 5.877, -4.352], [-5.229, 6.095, -3.971], [-5.609, 5.336, -2.458], [-3.462, 7.439, -3.110], [-4.851, 7.575, -2.160], [-4.103, 6.276, -0.368], [-2.728, 7.221, -0.792], [-0.482, 4.724, -2.001], [-0.591, 6.064, -0.923], [-1.089, 6.262, -2.662], [-1.618, 3.723, 0.022], [-3.293, 4.009, 0.355], [-2.110, 5.208, 0.762], [-2.525, 2.407, -1.968], [4.247, -3.512, 5.273], [3.609, -4.281, 4.313], [4.004, -3.942, 2.999], [3.207, -4.745, 1.979], [3.695, -6.182, 1.824], [3.242, -4.060, 0.684], [3.636, -3.452, 6.174], [4.524, -2.481, 5.002], [5.232, -3.903, 5.595], [3.826, -2.872, 2.830], [5.086, -4.087, 2.827], [2.160, -4.769, 2.300], [4.016, -6.587, 2.786], [4.548, -6.202, 1.144], [2.882, -6.818, 1.483], [4.167, -3.983, 0.284], [2.839, -3.130, 0.766], [-1.856, -4.426, -3.554], [-0.828, -4.593, -2.606], [-1.052, -5.767, -1.821], [0.182, -6.042, -1.011], [0.095, -7.357, -0.245], [0.408, -4.950, -0.021], [-2.859, -4.555, -3.125], [-1.715, -5.119, -4.383], [-1.869, -3.368, -3.823], [-1.912, -5.624, -1.154], [-1.238, -6.621, -2.488], [1.076, -6.074, -1.647], [0.973, -7.523, 0.373], [0.023, -8.176, -0.965], [-0.765, -7.324, 0.425], [0.316, -4.108, -0.607], [1.420, -4.867, 0.184], [0.809, -1.332, 2.475], [1.116, -1.006, 1.127], [0.033, -1.351, 0.260], [0.441, -1.025, -1.169], [0.492, 0.478, -1.302], [-0.590, -1.564, -2.061], [1.481, -0.828, 3.167], [0.908, -2.421, 2.601], [-0.222, -1.055, 2.724], [-0.161, -2.424, 0.384], [-0.874, -0.786, 0.514], [1.426, -1.471, -1.366], [1.103, 0.783, -2.153], [1.039, 0.851, -0.428], [-0.465, 0.990, -1.339], [-0.519, -1.183, -3.002], [-0.474, -2.579, -2.106], [0.062, -5.051, 4.758], [-1.305, -5.247, 4.527], [-1.715, -5.443, 3.188], [-2.187, -4.130, 2.617], [-3.557, -3.676, 3.124], [-2.320, -4.303, 1.152], [0.264, -3.982, 4.859], [0.763, -5.542, 4.073], [0.289, -5.551, 5.706], [-0.847, -5.828, 2.643], [-2.554, -6.140, 3.166], [-1.514, -3.289, 2.849], [-3.827, -2.703, 2.727], [-3.615, -3.665, 4.221], [-4.273, -4.464, 2.868], [-1.414, -4.686, 0.824], [-2.343, -3.384, 0.711], [1.001, -1.574, -5.366], [-0.231, -0.989, -5.112], [-0.890, -0.513, -6.271], [-1.921, 0.543, -5.962], [-2.572, 0.951, -7.293], [-1.250, 1.732, -5.422], [1.691, -0.840, -5.796], [1.005, -2.491, -5.972], [1.448, -1.915, -4.426], [-0.171, -0.200, -7.049], [-1.382, -1.352, -6.800], [-2.687, 0.126, -5.299], [-3.476, 1.539, -7.143], [-2.759, 0.055, -7.895], [-1.867, 1.576, -7.840], [-1.773, 2.283, -4.758], [-0.330, 1.535, -5.055], [5.235, -1.375, -1.007], [5.520, -1.782, 0.313], [6.162, -0.810, 1.097], [5.282, 0.364, 1.446], [5.918, 1.501, 2.233], [4.162, -0.158, 2.294], [5.034, -2.230, -1.652], [6.096, -0.862, -1.478], [4.448, -0.616, -1.064], [6.486, -1.301, 2.020], [7.114, -0.447, 0.677], [4.743, 0.745, 0.569], [6.778, 1.938, 1.730], [6.069, 1.160, 3.254], [5.158, 2.286, 2.281], [3.731, -0.915, 1.762], [3.437, 0.546, 2.391]]}